[1]
2 unconnected molecules or ions with the total composition C2H7NS2 in a non-equilibrium geometry. Source: OMol25; level of theory: ωB97M-V/def2-TZVPD.

Positions of all 12 atoms, in Å:
1 C 3.88284 1.50608 -0.47402
2 N 2.92661 1.04505 -1.12869
3 H 4.90199 1.10349 -0.43892
4 H 3.89731 2.37146 0.20453
5 H 2.05784 1.56223 -1.05157
6 C -2.38639 -1.06716 -0.57222
7 S -1.90136 -0.19994 0.92540
8 S -2.45538 -1.53589 2.35432
9 H -2.44186 -2.12652 -0.35706
10 H -1.58047 -0.84695 -1.28077
11 H -3.27136 -0.64292 -1.02566
12 H -3.62977 -1.16894 2.84467

Its HOMO energy is -9.129 eV. As for the SMILES: C=N.CSS. Its energy relative to the best compared isomer or geometry (same formula, charge and spin) is 26.95 kcal per mole. Its total energy is -931.480634 Eh. The LUMO energy comes out at 0.6 eV. Its HOMO-LUMO gap is 9.6877 eV.

Atom charges from the natural (NBO) analysis, given in e for atoms 1 to 6: -0.0277, -0.5963, 0.1523, 0.1318, 0.3392, -0.7526


[2]
2 unconnected molecules or ions with the total composition C6H13PS2 in a non-equilibrium geometry. Source: OMol25; level of theory: ωB97M-V/def2-TZVPD.

Positions of all 22 atoms, in Å:
1 C 2.28491 -0.44173 0.71424
2 C 1.20069 0.43940 1.47021
3 C 2.52954 0.13343 -0.64255
4 C 0.18343 1.08217 0.52072
5 C 1.28637 0.28959 -1.52742
6 C 0.19835 1.04588 -0.82486
7 P -3.69912 -0.10032 -0.62111
8 S -3.45991 1.25700 0.96548
9 S -3.40617 -2.06472 0.10617
10 H 3.18747 -0.17301 1.19008
11 H 1.83931 -1.42162 0.69244
12 H 0.60670 -0.12618 2.13761
13 H 1.56474 1.25488 2.07832
14 H 3.08206 0.99029 -0.68979
15 H 3.14590 -0.58431 -1.08056
16 H -4.27257 0.58489 1.77944
17 H -0.52812 1.51994 1.01750
18 H 1.57468 0.96713 -2.40324
19 H 0.76266 -0.65680 -1.79174
20 H -0.54400 1.44184 -1.40816
21 H -2.37848 0.11041 -0.98240
22 H -4.69522 -2.33978 0.22780

Its HOMO energy is -8.728 eV. As for the SMILES: C1=CCCCC1.SPS. Its energy relative to the best compared isomer or geometry (same formula, charge and spin) is 4.90 kcal per mole. Its total energy is -1374.079128 Eh. The LUMO energy comes out at 0.5 eV. Its HOMO-LUMO gap is 9.2300 eV.

Atom charges from the natural (NBO) analysis, given in e for atoms 1 to 6: -0.4076, -0.4362, -0.3978, -0.1612, -0.4354, -0.2036


[3]
C5H9F in the gas phase in a non-equilibrium geometry. Source: OMol25; level of theory: ωB97M-V/def2-TZVPD.

Positions of all 15 atoms, in Å:
1 C 2.27523 -0.45981 -0.14429
2 C 0.88920 -0.02892 0.52298
3 C -0.08758 0.63780 -0.44023
4 C -1.54900 0.75483 0.19215
5 C -2.52515 -0.31359 -0.03357
6 H 3.21484 -0.92195 0.50529
7 H 1.81020 -1.44229 -0.67400
8 H 0.38872 -0.99849 0.97677
9 H 1.03423 0.75992 1.24725
10 H -0.39627 -0.16440 -1.23250
11 H -0.04091 1.60880 -0.86124
12 H -1.83071 1.49353 0.99619
13 H -2.25900 -1.33101 -0.31244
14 H -3.65177 -0.09498 0.12537
15 F 2.72798 0.50057 -0.86772

Its HOMO energy is -9.022 eV. As for the SMILES: C=CCCCF. Its energy relative to the best compared isomer or geometry (same formula, charge and spin) is 73.51 kcal per mole. Its total energy is -295.642976 Eh. The LUMO energy comes out at 1.1 eV. Its HOMO-LUMO gap is 10.1713 eV.

Atom charges from the natural (NBO) analysis, given in e for atoms 1 to 6: 0.0753, -0.4407, -0.4555, -0.1692, -0.4266, 0.1612


[4]
A gas-phase ion, C8H15N4 (charge +1) in a non-equilibrium geometry. Source: OMol25; level of theory: ωB97M-V/def2-TZVPD.

Positions of all 27 atoms, in Å:
1 C 0.92469 -0.09599 -2.20478
2 C -1.67005 1.70268 1.77141
3 C 1.87431 -1.95933 -1.06007
4 C 1.35883 1.92287 -0.92841
5 C -2.26115 -0.67213 0.31849
6 C 0.54280 -1.35650 1.35287
7 C -1.01113 0.13532 -0.03163
8 C 0.25762 -0.66949 0.05478
9 N 0.99358 1.27636 -1.87188
10 N -0.87535 1.30591 0.84260
11 N 1.01093 -0.96431 -1.01920
12 N 1.45495 2.66133 0.02677
13 H -0.01592 -0.27587 -2.74072
14 H 1.74569 -0.35199 -2.88434
15 H -1.37097 2.52370 2.40396
16 H -2.62827 1.24231 1.93529
17 H 2.49822 -2.09332 -1.91968
18 H 1.91420 -2.67912 -0.26907
19 H -2.27482 -0.94744 1.36708
20 H -3.15879 -0.10649 0.08339
21 H -2.28133 -1.58401 -0.26755
22 H 1.61242 -1.35133 1.56507
23 H 0.21359 -2.39992 1.35153
24 H 0.02997 -0.85269 2.17050
25 H -1.14682 0.53830 -1.03845
26 H 0.01819 1.81249 0.73795
27 H 2.24461 3.23868 0.25408

Its HOMO energy is -10.405 eV. Its charge is +1. Its energy relative to the best compared isomer or geometry (same formula, charge and spin) is 56.19 kcal per mole. Its total energy is -532.503478 Eh. The LUMO energy comes out at -4.2 eV. Its HOMO-LUMO gap is 6.2088 eV.

Atom charges from the natural (NBO) analysis, given in e for atoms 1 to 6: -0.0506, 0.0900, -0.2732, 0.6937, -0.6332, -0.6535


[5]
A molecular structure, C41H30ClHgN4O6STe. Source: OMol25; level of theory: ωB97M-V/def2-TZVPD.

Positions of all 85 atoms, in Å:
1 Hg -2.58884 -0.40694 1.10828
2 O -1.41371 4.69741 4.54238
3 C -0.30308 4.56702 3.84989
4 O 0.70741 5.16727 4.14638
5 C -0.34484 3.66235 2.65762
6 C 0.67720 3.56442 1.73490
7 Cl 2.22584 4.28344 1.77152
8 N 0.30428 2.69107 0.76975
9 N -0.92447 2.20245 1.02683
10 C -1.33352 2.76589 2.14360
11 C -2.71966 2.41964 2.66259
12 O -3.17368 3.14579 3.56964
13 O -3.32875 1.45710 2.14523
14 C 0.92870 2.34847 -0.47083
15 C 1.72809 3.25963 -1.14846
16 C 2.28127 2.90200 -2.36914
17 C 2.02636 1.65557 -2.92187
18 C 1.20989 0.76055 -2.24440
19 C 0.66543 1.09832 -1.01405
20 H -2.16719 4.12343 4.14771
21 H 1.90149 4.25032 -0.75546
22 H 2.89849 3.61955 -2.89585
23 H 2.44757 1.38621 -3.88214
24 H 0.97554 -0.20779 -2.67155
25 H 0.03495 0.39883 -0.48202
26 C 0.38825 -3.10047 -5.03431
27 C -0.36303 -2.33691 -3.97192
28 C -1.34327 -1.43122 -4.30145
29 C -2.05310 -0.74161 -3.28536
30 C -3.08259 0.20825 -3.72186
31 O -3.62272 0.13049 -4.82207
32 C -3.45621 1.38037 -2.85156
33 C -2.47925 2.18612 -2.27887
34 C -2.83390 3.29023 -1.52138
35 C -4.17442 3.59210 -1.31657
36 C -5.15290 2.79895 -1.89980
37 C -4.79379 1.70812 -2.67896
38 C -1.83345 -1.01280 -1.91372
39 O -2.67277 -0.53079 -1.05925
40 C -0.69898 -1.86461 -1.54602
41 C -0.05667 -2.54220 -2.62687
42 C -0.19696 -2.05003 -0.23150
43 N -0.63108 -1.47544 0.91988
44 C 0.09182 -1.75933 2.14439
45 C -0.17117 -0.70319 3.20383
46 Te 1.00340 -1.06959 4.95604
47 C 2.79265 -0.73424 3.88276
48 C 3.10216 0.55393 3.45611
49 C 4.20831 0.77939 2.64868
50 C 5.02597 -0.27970 2.27840
51 C 4.72838 -1.56430 2.70943
52 C 3.61124 -1.79325 3.50232
53 C 0.98031 -2.97151 -0.09252
54 C 2.27384 -2.53623 -0.37928
55 C 3.36478 -3.37025 -0.18901
56 C 3.18185 -4.66122 0.29235
57 C 1.89874 -5.10759 0.57615
58 C 0.80832 -4.26927 0.38197
59 H -0.00440 -2.86907 -6.02579
60 H 0.30470 -4.18024 -4.88137
61 H 1.45527 -2.85707 -5.02935
62 H -1.60818 -1.23112 -5.33252
63 H -1.43649 1.92823 -2.41393
64 H -2.06309 3.89863 -1.06344
65 H -4.45394 4.43102 -0.69074
66 H -6.20020 3.02314 -1.73564
67 H -5.54818 1.08350 -3.14040
68 H 0.72342 -3.25727 -2.39838
69 H 1.17103 -1.78222 1.96431
70 H -0.17020 -2.74276 2.56464
71 H -1.21313 -0.67920 3.53244
72 H 0.10528 0.29008 2.85103
73 H 2.46700 1.38223 3.74336
74 H 4.42383 1.78358 2.30435
75 H 5.88505 -0.10547 1.64193
76 H 5.34528 -2.39917 2.40035
77 H 3.35423 -2.80337 3.79559
78 H 2.41618 -1.52648 -0.74651
79 H 4.36289 -3.00796 -0.40723
80 H 4.03392 -5.31333 0.44592
81 H 1.74477 -6.11285 0.95093
82 H -0.19493 -4.61349 0.60510
83 S -3.77796 -2.06226 2.70891
84 C -5.30886 -2.29989 2.05830
85 N -6.37182 -2.51137 1.64753

Its expectation value of S² is 0.787. Its HOMO energy (spin up / spin down) is -0.201 / -2.591 eV. Its charge is -2. The spin multiplicity is 2. Its energy relative to the best compared isomer or geometry (same formula, charge and spin) is 3.59 kcal per mole. Its total energy is -3530.794035 Eh. The LUMO energy (spin up / spin down) comes out at 3.5 / 3.5 eV. Its HOMO-LUMO gap (spin up / spin down) is 3.7228 / 6.1086 eV.

Atom charges from the Löwdin analysis, given in e for atoms 1 to 6: 1.0349, 0.1024, -0.5258, 0.0333, -0.0514, -0.5738